# 1
9
Properties=species:S:1:pos:R:3:forces:R:3 method="wB97M-V/def2-TZVPD" orbital_gap_ev=8.692 total_energy_ha=-618.3578 e_above_lowest_kcal_mol=43.9 lumo_ev=-0.5 total_charge=0 smiles="O=C=NI.C=C=O"
C 1.3692 -0.1059 0.8273 -0.385 -0.642 2.745
C -0.7679 0.0743 -0.8272 -2.009 0.765 0.841
C -1.6890 0.9670 -0.6578 -1.221 1.976 1.204
N 1.5514 -1.2716 1.1399 0.577 0.506 -0.332
O 1.0010 0.9940 1.0144 0.725 -0.052 -1.166
O 0.0070 -0.7499 -0.9540 1.322 -1.643 -1.238
I 2.3319 -2.9412 0.4243 0.005 0.143 -0.220
H -2.3312 1.1746 0.2742 1.285 -0.986 -1.660
H -1.4725 1.8588 -1.2413 -0.297 -0.066 -0.174

# 2
9
Properties=species:S:1:pos:R:3:forces:R:3 method="wB97M-V/def2-TZVPD" orbital_gap_ev=8.551 total_energy_ha=-618.3946 e_above_lowest_kcal_mol=20.8 lumo_ev=-0.1 total_charge=0
C 0.5301 -0.9771 0.4088 -0.714 -0.640 0.938
C -1.2770 2.3212 0.1752 1.398 -1.006 2.436
C -2.3145 1.7515 -0.3436 -1.410 1.460 -1.662
N 0.9237 -1.7252 1.2346 1.062 -1.038 1.122
O -0.0724 -0.1854 -0.1676 -0.372 1.439 -1.730
O -0.4283 2.6548 0.9048 -0.433 0.517 -1.157
I -3.4406 3.1540 -1.4835 0.039 -0.212 0.236
H -2.4965 0.7464 -0.6225 0.331 -0.613 0.140
H 1.3565 -2.6138 1.3700 0.099 0.095 -0.323

# 3
9
Properties=species:S:1:pos:R:3:forces:R:3 method="wB97M-V/def2-TZVPD" orbital_gap_ev="6.186 / 5.699" total_energy_ha=-530.3326 e_above_lowest_kcal_mol=153.8 lumo_ev="-13.7 / -13.9" spin_multiplicity=2 total_charge=+2
O 0.9985 0.3361 0.1769 2.290 -0.697 -1.636
C 0.2691 0.4887 -1.0565 -0.195 -0.086 -2.462
C -0.9469 1.1552 -0.8824 -0.147 -0.499 3.458
O -1.5382 1.3883 0.1775 -1.001 0.773 -4.890
In -0.3368 0.7946 1.6568 -0.326 0.012 5.218
H 0.8563 0.5148 -1.9708 -0.158 -0.042 0.130
C 0.7635 -1.0209 -0.1290 -1.472 1.086 1.086
O -0.1253 -1.3817 0.8594 1.370 0.651 -1.056
H 0.0598 -2.2751 1.1679 -0.361 -1.197 0.152

# 4
11
Properties=species:S:1:pos:R:3:forces:R:3 method="wB97M-V/def2-TZVPD" orbital_gap_ev=5.027 total_energy_ha=-1148.1152 e_above_lowest_kcal_mol=81.0 lumo_ev=-8.5 total_charge=+2
C -0.7116 0.3228 0.4648 0.021 1.030 -1.024
C 0.2428 -0.4130 -0.1360 -1.623 -0.664 -1.537
O -2.0162 0.0636 0.3502 -0.238 -1.660 1.542
H -0.4312 1.2675 0.9538 -0.134 -0.030 -0.428
H 0.1716 -1.4365 -0.5102 -0.299 0.728 -0.277
K -4.3958 1.5814 -0.2986 0.331 -0.057 0.018
Li -2.2702 -1.8035 1.0304 0.203 0.908 -0.309
O 1.0598 0.5104 -1.3345 2.383 -0.958 2.063
C 2.2765 0.3021 -1.0504 -1.988 -2.373 2.830
O 2.2643 -0.7801 0.0715 2.114 4.097 -2.140
Mg 3.8099 0.3853 0.4590 -0.769 -1.021 -0.737

# 5
9
Properties=species:S:1:pos:R:3:forces:R:3 method="wB97M-V/def2-TZVPD" orbital_gap_ev=5.222 total_energy_ha=-372.5079 e_above_lowest_kcal_mol=0.0 lumo_ev=-5.8 total_charge=+1
H 2.2084 0.0926 0.7823 -0.308 0.342 -0.285
O 0.8837 1.5037 0.0338 -2.432 0.179 0.866
C 1.5707 0.3017 -0.1028 1.490 -2.718 -1.054
C 0.5975 -0.8526 -0.3048 0.237 -0.710 -1.810
C 0.6211 -1.6938 -1.4067 -1.352 1.580 -0.106
O -0.4753 -0.8349 0.5358 -1.334 1.978 0.814
O 0.4143 -2.1887 -2.4585 0.952 0.379 2.217
La -1.1871 1.3240 0.9308 3.130 -2.293 -1.509
H 2.2421 0.1383 -1.0069 -0.383 1.263 0.867

# 6
11
Properties=species:S:1:pos:R:3:forces:R:3 method="wB97M-V/def2-TZVPD" orbital_gap_ev=6.557 total_energy_ha=-1514.4117 lumo_ev=-7.9 total_charge=+2
C 1.0895 -0.5164 -0.1412 -0.876 0.680 -0.887
C -0.0031 0.2254 0.1128 0.711 1.495 -0.962
O 2.0756 -0.6938 0.7346 0.548 -1.019 1.098
H 1.1891 -0.9937 -1.1267 0.151 0.446 0.162
H -0.2743 0.6842 1.0640 0.326 -0.031 -0.333
Li 3.8694 -0.6986 0.4085 -0.328 0.100 -0.070
Li 1.2526 -1.3066 2.2581 -0.005 0.110 -0.247
O -0.5685 0.9652 -1.0614 0.198 -1.467 1.138
C -1.8546 1.1484 -1.0000 -2.408 -2.069 2.843
O -2.4026 0.6540 0.1420 -0.625 1.066 -3.832
Yb -4.3729 0.5320 -1.3906 2.306 0.688 1.090

# 7
9
Properties=species:S:1:pos:R:3:forces:R:3 method="wB97M-V/def2-TZVPD" orbital_gap_ev="7.148 / 6.200" total_energy_ha=-473.2248 e_above_lowest_kcal_mol=0.0 lumo_ev="-5.4 / -5.6" total_charge=+1
C 0.2007 0.4765 0.3758 -2.106 -0.438 -0.622
Li -1.3102 -1.4844 0.7839 -0.058 0.423 -0.166
O -1.2423 0.5277 0.6265 0.344 -0.445 0.383
C -0.8275 0.8328 -0.6966 -0.321 0.912 -0.020
H -0.9142 1.8837 -0.9844 0.123 -0.267 0.225
H -1.2511 0.1443 -1.4390 0.613 0.115 0.156
Mg 2.8140 -0.5768 1.6796 -0.406 0.293 -0.980
O 1.8906 -0.9318 -0.2992 -2.504 -1.264 1.067
C 0.6400 -0.8720 -0.0465 4.315 0.671 -0.043

# 8
8
Properties=species:S:1:pos:R:3:forces:R:3 method="wB97M-V/def2-TZVPD" orbital_gap_ev=8.678 total_energy_ha=-273.1135 e_above_lowest_kcal_mol=47.9 lumo_ev=-4.9 total_charge=+1
H 2.0116 -2.0917 0.0538 -0.513 0.055 0.218
C 1.3096 -1.2731 0.0700 0.031 0.430 -0.295
C 0.4712 -0.4097 -0.0463 0.742 1.714 -1.715
Li 2.5996 0.7081 -0.3492 -0.305 -0.118 0.083
O -1.7323 -0.0497 0.8738 0.739 -0.367 -0.620
H -2.2371 -0.0140 1.6993 -0.098 0.205 0.024
O -0.1170 0.8656 -0.2525 1.618 -4.169 -0.063
C -0.9183 0.9506 0.8147 -2.214 2.249 2.368

# 9
7
Properties=species:S:1:pos:R:3:forces:R:3 method="wB97M-V/def2-TZVPD" orbital_gap_ev=12.723 total_energy_ha=-224.9892 e_above_lowest_kcal_mol=5.0 lumo_ev=0.3 total_charge=0 smiles=N#CCC#N
C -1.1415 -0.5637 0.1800 0.788 0.501 -1.153
C 1.2641 -0.1115 0.0309 0.111 -0.367 0.710
C -0.1102 0.4334 0.0117 1.181 1.001 0.666
N -1.9488 -1.3316 -0.0355 -1.275 -1.148 0.343
N 2.3229 -0.5595 0.0119 -0.445 0.290 -0.041
H -0.2800 1.2253 0.7683 0.545 -0.328 -0.361
H -0.1064 0.9076 -0.9674 -0.905 0.051 -0.165

# 10
7
Properties=species:S:1:pos:R:3:forces:R:3 method="wB97M-V/def2-TZVPD" orbital_gap_ev="7.096 / 7.095" total_energy_ha=-224.6612 e_above_lowest_kcal_mol=210.8 lumo_ev="-2.7 / -2.7" total_charge=0
C -0.7572 -0.6064 0.0151 -3.829 -1.972 -0.136
C 0.8114 0.9211 -0.0117 -0.577 0.066 0.034
C 0.5132 -0.9911 0.0068 1.283 1.982 0.102
N 1.5408 -0.2005 -0.0384 0.170 -1.670 -0.089
N -0.5359 0.7024 0.0301 0.012 -0.079 0.044
H -2.8032 -1.7332 0.0095 2.827 1.558 0.025
H 1.2310 1.9078 -0.0115 0.114 0.116 0.020

# 11
7
Properties=species:S:1:pos:R:3:forces:R:3 method="wB97M-V/def2-TZVPD" orbital_gap_ev=12.003 total_energy_ha=-224.9025 e_above_lowest_kcal_mol=59.4 lumo_ev=0.0 total_charge=0
N 1.6108 -0.4789 0.4122 -0.140 -0.048 -0.847
C 1.3348 -0.4889 -0.7517 0.388 -0.127 0.721
C 0.0669 0.4061 0.0465 -0.431 0.314 0.174
C -1.1263 -0.4280 -0.0238 -0.787 -0.548 -0.048
N -2.0872 -1.0690 -0.0635 0.961 0.645 0.045
H 0.1691 0.8297 1.0481 -0.020 -0.068 -0.148
H 0.0319 1.2291 -0.6677 0.029 -0.168 0.104

# 12
7
Properties=species:S:1:pos:R:3:forces:R:3 method="wB97M-V/def2-TZVPD" orbital_gap_ev="7.740 / 10.144" total_energy_ha=-224.7999 e_above_lowest_kcal_mol=4.4 lumo_ev="0.6 / -1.9" spin_multiplicity=3 total_charge=0
C 2.0053 0.1435 -0.1107 1.677 0.397 0.067
C -0.5649 0.7443 0.6737 -2.624 -0.149 2.774
C 0.7681 0.3503 -0.6620 1.163 -0.027 -4.516
N 3.1057 0.0967 0.3002 -1.172 -0.263 -0.152
N -0.0429 1.5008 -0.1399 0.868 -2.766 -0.509
H -1.1625 0.4550 1.5311 -0.253 1.130 -0.020
H 0.5006 -0.2428 -1.6557 0.342 1.678 2.355

# 13
7
Properties=species:S:1:pos:R:3:forces:R:3 method="wB97M-V/def2-TZVPD" orbital_gap_ev="9.742 / 7.590" total_energy_ha=-224.7086 e_above_lowest_kcal_mol=61.7 lumo_ev="0.2 / -2.5" spin_multiplicity=3 total_charge=0
C -0.3495 0.7857 -0.8978 0.513 0.675 1.214
C 0.8029 0.2143 -0.5381 -0.061 -1.412 -0.819
C -1.3606 -0.2728 0.8658 -1.412 -0.759 2.059
N -0.3499 -0.8811 1.2426 -3.503 0.860 0.172
N 0.6482 -0.7741 0.4609 6.231 -0.263 -1.731
H -1.1980 0.7630 -0.0666 -0.157 0.720 -1.758
H 1.8068 0.1650 -1.0667 -1.612 0.178 0.862

# 14
8
Properties=species:S:1:pos:R:3:forces:R:3 method="wB97M-V/def2-TZVPD" orbital_gap_ev=8.298 total_energy_ha=-300.1541 e_above_lowest_kcal_mol=48.5 lumo_ev=-2.0 total_charge=0 smiles="O=C1N=CC=N1"
C 1.3313 0.0236 0.0469 -2.686 -0.010 2.427
C -0.8439 -0.7893 0.0612 3.929 1.826 -2.087
C -0.7610 0.7465 -0.1879 7.817 -0.378 4.661
H -1.7017 -1.4537 -0.1643 0.732 0.406 0.806
H -1.4422 1.4681 -0.1451 -3.313 2.638 -0.417
N 0.4106 -1.1132 0.2025 -2.106 -2.353 -0.515
N 0.5197 1.2473 0.2931 -4.659 -2.676 -4.496
O 2.4872 -0.1293 -0.1065 0.285 0.546 -0.380

# 15
8
Properties=species:S:1:pos:R:3:forces:R:3 method="wB97M-V/def2-TZVPD" orbital_gap_ev=9.323 total_energy_ha=-300.1880 e_above_lowest_kcal_mol=27.2 lumo_ev=-1.0 total_charge=0 smiles="[H]/N=C(/C#N)C=O"
C 0.8410 -1.1757 -0.5610 -0.425 -1.234 -0.152
C 0.3851 0.9217 0.8013 -3.232 0.410 -2.597
C -0.2091 -0.2247 -0.2863 0.918 1.330 1.651
N 1.5238 -2.0997 -0.6082 0.255 0.417 -0.122
N -1.3510 -0.3385 -0.7999 0.799 -0.635 -0.353
O 1.3678 0.8825 1.4507 -0.226 -0.208 -0.132
H -0.3999 1.7873 0.6285 1.441 -0.696 1.089
H -2.1577 0.2471 -0.6252 0.470 0.615 0.614

# 16
8
Properties=species:S:1:pos:R:3:forces:R:3 method="wB97M-V/def2-TZVPD" orbital_gap_ev="8.036 / 6.536" total_energy_ha=-300.0825 e_above_lowest_kcal_mol=93.4 lumo_ev="-0.5 / -1.2" total_charge=0
C -2.1582 -0.2083 0.2864 -2.038 1.144 -0.966
C 1.2698 0.3976 -0.3009 1.839 1.275 0.594
C -0.8146 -0.4775 0.4918 -1.950 2.179 -1.462
N -3.2731 0.0812 0.0614 1.657 -0.563 0.513
N 2.4208 0.3502 -0.7646 -2.438 -1.184 -0.324
O 0.0498 0.1029 -0.3449 0.925 0.091 -1.117
H -0.5865 -1.2742 1.0258 1.825 -3.280 2.369
H 3.0919 1.0281 -0.4549 0.181 0.338 0.394

# 17
8
Properties=species:S:1:pos:R:3:forces:R:3 method="wB97M-V/def2-TZVPD" orbital_gap_ev=9.607 total_energy_ha=-300.0774 e_above_lowest_kcal_mol=96.6 lumo_ev=0.3 total_charge=0 smiles="O=C=NN1C=C1"
C -0.0407 0.6256 -0.2979 -1.992 -1.580 1.154
C 0.0324 -0.6190 0.0735 0.702 3.055 -1.598
C -1.7181 -0.7982 -2.5647 0.413 -0.417 0.827
N 0.3657 -0.2098 -1.3724 2.236 -0.241 0.400
N -0.5960 -0.5905 -2.2317 -1.230 -0.279 -1.526
O -2.7632 -1.1502 -2.9494 -0.610 0.174 -0.458
H -0.7475 1.4063 -0.1865 0.205 1.291 0.006
H 0.3328 -1.4203 0.6269 0.275 -2.003 1.194

# 18
8
Properties=species:S:1:pos:R:3:forces:R:3 method="wB97M-V/def2-TZVPD" orbital_gap_ev=11.991 total_energy_ha=-300.2006 e_above_lowest_kcal_mol=19.3 lumo_ev=0.0 total_charge=0 smiles=N#CC(O)C#N
O -1.2909 -0.3429 0.6840 0.168 -0.322 0.023
C -0.1798 -0.0622 -0.1183 0.143 -0.408 -0.826
C -0.1522 1.3737 -0.4729 0.150 0.742 -0.379
N -0.2341 2.4586 -0.8621 0.162 -1.062 0.519
C 1.0946 -0.7189 0.1871 1.193 -0.570 0.438
N 1.9794 -1.4544 0.0746 -0.478 0.767 0.582
H -1.0542 -0.6161 1.5833 0.204 0.163 -0.349
H -0.1627 -0.6379 -1.0758 -1.542 0.692 -0.009

# 19
8
Properties=species:S:1:pos:R:3:forces:R:3 method="wB97M-V/def2-TZVPD" orbital_gap_ev=8.006 total_energy_ha=-300.1856 e_above_lowest_kcal_mol=28.8 lumo_ev=-1.5 total_charge=0
C -0.4560 0.8518 0.0135 0.495 -0.043 -0.017
C -0.5841 -0.6394 0.0197 -0.894 0.260 -0.049
C -2.7214 -0.1143 0.0144 0.684 3.324 -0.064
N -1.5192 1.4944 0.0226 -1.854 -1.150 -0.011
N -1.7845 -1.0668 0.0297 1.007 -2.246 0.008
O -3.8798 -0.0197 -0.0307 0.368 -0.130 0.067
H 0.5412 1.2752 -0.0053 0.129 0.245 0.019
H 0.2566 -1.3129 -0.0005 0.064 -0.261 0.046

# 20
9
Properties=species:S:1:pos:R:3:forces:R:3 method="wB97M-V/def2-TZVPD" orbital_gap_ev="9.552 / 9.551" total_energy_ha=-375.3565 e_above_lowest_kcal_mol=97.3 lumo_ev="-1.2 / -1.2" total_charge=0 smiles="O=Cc1ncno1"
O -2.6435 0.3005 -0.0968 0.744 -0.131 -0.111
C -1.4992 0.0462 0.0041 -0.881 0.125 0.387
C -0.3090 -0.3524 -0.9390 0.325 0.146 0.198
N 0.5043 0.6923 -0.9319 -0.344 -0.165 0.242
C 1.3566 0.3778 0.0721 0.333 -0.188 0.228
N 1.1374 -0.7907 0.6365 1.331 -0.118 -0.654
O 0.1844 -1.3608 -0.1659 -0.039 0.021 0.181
H -0.8190 0.0227 0.9475 -1.542 0.446 -0.345
H 2.0880 1.0643 0.4735 0.073 -0.135 -0.126